Entry 1:
72
Properties=species:S:1:pos:R:3:forces:R:3 method="wB97M-V/def2-TZVPD" multiplicity=1 orbital_gap_ev="5.89 / 5.24" charge=+3 homo_ev="-16.90 / -16.88"
H -2.8849 -3.4342 -0.0751 0.3211 -0.0081 0.2657
C 2.5434 3.1629 -1.0827 -0.3172 0.2195 0.2463
Al -0.3059 -0.1166 0.1597 0.4118 -1.0116 1.5666
H -0.7819 4.2507 1.6073 0.1599 -0.3254 -0.0560
C 0.0243 2.6494 -3.9977 1.1757 -3.3047 -0.2867
H -3.1293 -3.5471 1.7112 0.1345 -0.0654 -0.5330
H -2.2459 -1.2651 3.5515 -0.1928 -0.0982 0.2450
P 1.2683 -1.4049 1.9662 1.1560 -1.2538 1.2680
H -1.5426 -0.0306 -4.5392 -0.0983 -0.7818 0.2194
S -0.8271 -0.4173 -1.9919 -0.3024 2.5820 0.6358
H 1.1014 -1.1009 0.0180 -0.3410 0.4625 -0.0953
H 4.1152 1.1185 -1.4925 0.4571 -0.3310 0.3775
C -3.0980 -1.1323 2.8847 0.3938 -0.0305 -0.2607
C -0.7624 -2.9955 -2.9374 0.2639 0.1812 0.3427
H -3.3293 1.6094 1.7491 -0.0065 0.1568 -0.3598
H -2.8865 3.2732 1.2429 0.0164 -0.2151 0.0776
C -1.4126 -1.1175 -4.3827 -0.0317 0.1274 -1.3037
H -1.5261 -4.0966 -6.1737 0.7119 1.4645 1.9261
C -1.5665 -1.9842 -5.4641 -0.2943 0.0654 1.1635
C -2.4767 -3.1657 0.9061 0.8693 -0.5853 0.9020
C -0.8365 -3.8246 -4.0324 -0.0593 -0.2698 1.0089
H -2.0156 -1.6005 -6.3711 0.3615 -0.0848 -0.1588
H 1.0222 0.8026 -4.3554 0.2612 0.2044 0.0079
H -0.5924 -4.8601 -3.8126 -0.0966 -0.0092 -0.6236
C -0.2147 3.4703 1.0805 0.7088 -0.2143 -0.2202
H 4.2472 0.0414 -0.0476 0.3865 0.2662 -0.2827
H -1.1558 2.7175 3.6772 0.0617 -0.2367 -0.3618
H -0.0410 -1.5625 4.0211 0.3504 -0.2028 -0.1696
H -1.6077 0.9995 3.5605 0.2341 0.0507 0.0958
H -3.8957 -1.8592 3.1596 0.6074 0.3137 -0.5270
H 1.6897 3.8216 -0.8177 0.5682 -0.2980 -0.5960
H 2.8600 -3.2530 2.0186 -0.1929 0.1792 -0.1990
H -0.2854 3.6355 -0.0004 0.2615 0.2035 0.2216
H 2.6296 2.6588 2.4801 0.4690 0.2867 0.0965
H -4.1782 -1.6127 -0.5861 0.1694 0.5069 0.3184
H -3.5093 -0.1274 3.0635 0.1953 -0.2923 -0.2902
C 4.1991 1.0853 -0.3936 -0.1568 -0.6491 -0.3322
H -0.4410 -3.3276 -1.9315 -0.2431 -0.0844 -0.8738
H -4.6299 -0.4920 0.7698 0.1097 -0.1269 -0.4863
H 4.3328 2.3706 1.9405 -0.6612 0.1656 -0.1296
H 0.1236 1.4837 3.5427 -0.2065 0.0258 0.1601
H 2.1115 0.4360 3.3110 0.1338 -0.1929 0.0129
C -2.6898 2.2073 1.0909 -0.0946 -0.3443 -0.5017
H -1.4620 -3.5973 1.0985 -0.8672 0.0860 -0.4378
H 2.9406 -1.1164 3.6523 -0.1384 0.1990 -0.3897
C -3.8276 -0.8075 0.0843 0.1949 0.3342 0.0966
H 0.8312 3.4371 1.4389 -0.5086 0.3899 -0.3894
H 3.4393 3.8280 1.3858 -0.0159 -0.2652 0.1098
H 1.3033 -2.7493 3.9827 -0.2519 0.1574 -0.3720
C 2.5360 -0.4656 2.8575 0.2301 0.7762 -0.2697
C -1.0343 -1.6072 -3.0936 0.1252 -1.6006 -1.4956
C 1.1287 1.8735 -4.1857 -1.8049 1.1556 0.4718
H -0.9516 2.1177 -3.9710 0.5463 0.9697 -0.1228
C 2.2511 -2.7625 1.2476 -0.2089 0.1964 -0.6040
H 5.0812 1.6540 -0.0436 -0.5184 -0.3018 -0.3037
H -2.8553 1.9693 0.0317 -0.4006 0.2077 0.3131
H 3.3346 -0.1553 2.1726 -0.1120 -0.1213 0.2537
P -0.9420 1.8598 1.4160 -0.6908 1.1186 0.3866
C 3.3407 2.7672 1.6489 -0.7013 -0.4075 0.0339
C -1.2958 -3.3601 -5.2903 -0.6869 -0.7951 -1.4928
H -0.2131 -3.0187 3.0463 0.2517 -0.0141 0.0908
C 0.5138 -2.2686 3.3790 -1.1861 0.0953 0.4071
H 2.8772 -2.3476 0.4530 0.2088 -0.0886 0.1805
H 3.4684 3.7611 -1.0337 -0.3037 -0.2363 0.0150
H 0.1304 3.6856 -3.8606 -0.2767 1.1823 0.1551
H 1.5976 -3.4871 0.7525 0.0210 -0.0554 0.2347
H 2.1117 2.3252 -4.1488 0.0696 -0.2123 -0.3420
H 2.4557 2.7408 -2.1038 -0.2215 0.3123 0.7424
C -0.8889 1.7497 3.2230 0.3469 -0.4641 0.1877
P 2.6281 1.8107 0.1824 0.8884 1.0637 -0.1301
P -2.4229 -1.3681 1.1366 -1.1046 0.3119 0.2103
H -3.4754 0.0658 -0.4860 -0.5392 -0.4395 -0.0500

***

Entry 2:
9
Properties=species:S:1:pos:R:3:forces:R:3 method="wB97M-V/def2-TZVPD" multiplicity=1 orbital_gap_ev=8.19 charge=0 homo_ev=-9.17
C -3.2524 -0.8121 0.8427 -0.0070 0.8358 -0.8544
H 0.7806 0.9933 -0.2421 0.4560 0.4434 -1.3462
C 0.4371 0.1197 -0.8031 0.4359 -0.0927 -0.5289
H 0.5696 -0.1637 -1.9347 -0.3517 0.9256 2.6448
Cl -0.7905 -2.2192 -0.3641 0.4260 0.5489 0.4397
C -0.0961 -0.6379 0.1282 -0.4447 -2.3986 -3.9398
Cl -4.2242 -1.9750 0.1094 -0.2147 -0.3318 0.2638
Br -2.6741 -1.2542 2.5357 -0.0585 -0.4799 0.7429
H -0.1453 -0.4675 1.1288 -0.2414 0.5493 2.5780

***

Entry 3:
29
Properties=species:S:1:pos:R:3:forces:R:3 method="wB97M-V/def2-TZVPD" multiplicity=1 smiles=COc1ccccc1NC[C@H](O)CO orbital_gap_ev=9.16 charge=0 homo_ev=-8.35
C -3.3239 -0.6878 -0.0803 1.2281 -1.7724 3.4808
H 3.2530 0.9709 -1.6023 -2.0848 -0.8021 0.8509
N 0.0136 -0.1519 1.5312 -1.9326 0.5768 -0.2586
H 0.9906 -2.4617 1.1880 0.1646 -0.0539 -0.0991
H -1.7126 1.3442 1.5385 1.1419 -2.5308 -1.4736
H -0.8688 1.0949 -1.3162 -1.7408 0.3417 0.4816
H -1.3209 -0.9463 -0.8236 -0.6429 1.0638 1.9245
H 2.5222 2.4391 0.4754 -2.0642 0.9747 -0.4566
H -4.1538 -0.2237 0.7575 2.5419 -0.8769 -2.2217
C 1.3697 2.6491 0.3297 0.3684 1.8413 2.2054
H -4.0294 0.1318 -1.7177 1.0122 -3.5797 1.3545
C 0.8740 -0.4449 0.4860 1.5880 -1.9199 1.0393
C -1.3916 0.2231 1.1725 -1.7350 0.3726 3.7817
H 2.7364 -3.3810 -0.5276 -0.6459 3.8610 0.9598
C 1.4964 -1.7643 0.5209 -2.8345 0.9116 0.8659
C -1.8697 -0.1257 -0.1842 -0.5324 0.0829 -2.1661
H 1.0559 3.7773 0.0913 1.1025 -2.5458 0.2185
O -1.8301 1.0064 -1.0413 1.1600 0.2386 -0.7112
O -3.8165 -0.8517 -1.3309 -2.0158 3.1159 -2.3082
C 1.3703 0.4495 -0.3923 0.0825 3.6229 -1.6696
H 0.8950 2.4331 1.3600 0.6472 0.2066 -1.4250
H 3.9293 -1.0705 -1.6441 1.6475 -1.2847 -0.9034
H -0.0569 -0.9859 2.0744 0.0114 -0.2939 0.5727
O 0.8615 1.7932 -0.6515 0.0867 -1.9339 0.7029
C 3.0702 -1.0831 -1.0646 -1.9987 0.7058 0.9300
H -2.9151 -1.7839 0.3851 -2.0469 2.4026 -1.1417
C 2.5410 0.2288 -1.0786 2.5196 -2.3060 -0.6962
C 2.4455 -2.1682 -0.3214 3.0377 -1.5611 -2.9048
H -2.1351 -0.4105 1.8662 1.9343 1.1425 -0.9328

***

Sequential energy relative to the best compared isomer or geometry (same formula, charge and spin) output: 2.947, 3.300, 5.134 eV